{
  "formula": "C28H28Cl2CuSb2",
  "method": "ωB97M-V/def2-TZVPD",
  "e_tot_ev": -112242.4812,
  "relative_energy_kj_mol": 0.0,
  "homo_lumo_gap_ev": 8.3,
  "max_force_ha_per_bohr": 0.01165,
  "charge": 1,
  "e_homo_ev": -11.135,
  "elements": ["Cu", "C", "C", "C", "Sb", "C", "C", "C", "C", "C", "C", "C", "C", "C", "C", "C", "C", "Sb", "C", "C", "C", "C", "C", "C", "C", "C", "C", "C", "C", "C", "H", "H", "H", "H", "H", "H", "H", "H", "H", "H", "H", "H", "H", "H", "H", "H", "H", "H", "H", "H", "H", "H", "H", "H", "H", "H", "Cl", "C", "Cl", "H", "H"],
  "positions_angstrom": [[-1.062415, 0.951883, -1.409428], [0.552421, 0.780031, 1.953863], [1.778074, -0.021671, 1.502109], [2.409935, 0.517535, 0.219784], [1.359174, 0.238377, -1.629450], [1.436219, -1.861968, -1.703757], [2.640340, -2.543868, -1.527796], [2.651135, -3.930513, -1.471974], [1.462712, -4.640865, -1.582765], [0.261037, -3.968564, -1.752794], [0.247124, -2.580663, -1.813258], [2.900390, 0.964208, -2.858114], [3.730108, 0.125658, -3.595782], [4.781448, 0.665218, -4.325772], [5.001576, 2.035192, -4.321239], [4.167303, 2.874193, -3.595148], [3.113410, 2.341412, -2.865690], [-1.329604, 0.099987, 1.159269], [-2.281783, 1.980281, 1.419359], [-2.565605, 2.615976, 2.627085], [-2.953546, 3.948817, 2.648799], [-3.047452, 4.674173, 1.468376], [-2.770679, 4.062014, 0.255664], [-2.403603, 2.723315, 0.246093], [-1.733334, -1.250161, 2.719846], [-1.916293, -0.865303, 4.046906], [-2.014221, -1.828923, 5.039164], [-1.918551, -3.176773, 4.715209], [-1.734775, -3.564914, 3.397478], [-1.646374, -2.603288, 2.396561], [0.655470, 1.832863, 1.681483], [0.425134, 0.733942, 3.036058], [1.542692, -1.085894, 1.391713], [2.538601, 0.028461, 2.285705], [3.371919, 0.042217, 0.018794], [2.595566, 1.590377, 0.308413], [3.574254, -2.002455, -1.429996], [3.587485, -4.456325, -1.337886], [1.475088, -5.721984, -1.538234], [-0.664592, -4.522744, -1.841965], [-0.696560, -2.063904, -1.951971], [3.559022, -0.943558, -3.618311], [5.427197, 0.012900, -4.899156], [5.823500, 2.451108, -4.889088], [4.335366, 3.943195, -3.598420], [2.464173, 3.009397, -2.309296], [-2.487970, 2.078611, 3.562528], [-3.172753, 4.427762, 3.594206], [-3.340754, 5.715208, 1.493170], [-2.852456, 4.614512, -0.671247], [-2.259306, 2.263551, -0.747020], [-1.986291, 0.179105, 4.320381], [-2.157994, -1.526522, 6.068413], [-1.986773, -3.923888, 5.495009], [-1.658298, -4.614566, 3.145293], [-1.510776, -2.918181, 1.367669], [-3.771554, -0.297825, -1.365719], [-5.260103, 0.341875, -2.129204], [-5.328434, 2.093506, -2.056035], [-6.097213, -0.072056, -1.582362], [-5.257790, 0.030541, -3.165522]],
  "atomic_forces_ev_per_a": [[0.213, -0.543, 0.136], [0.078, -0.057, -0.030], [-0.052, 0.069, -0.072], [-0.016, 0.010, 0.040], [-0.260, 0.217, 0.102], [0.012, -0.108, 0.006], [-0.085, -0.029, 0.033], [-0.008, 0.021, -0.003], [0.002, 0.000, -0.002], [0.015, 0.033, -0.004], [0.079, -0.037, -0.043], [0.021, 0.009, -0.138], [-0.015, 0.054, -0.040], [-0.018, 0.009, 0.009], [0.010, -0.011, -0.003], [-0.025, -0.012, 0.014], [0.106, -0.043, -0.066], [0.282, 0.262, -0.213], [-0.052, 0.115, 0.120], [-0.026, 0.010, -0.073], [0.002, -0.018, -0.002], [-0.002, 0.012, -0.007], [-0.006, -0.055, 0.047], [-0.011, 0.078, 0.010], [-0.130, -0.161, 0.025], [-0.018, -0.076, -0.041], [0.002, -0.001, -0.009], [-0.001, 0.012, 0.014], [0.006, 0.044, -0.046], [-0.069, -0.007, 0.150], [-0.001, 0.007, 0.021], [0.031, 0.003, 0.014], [-0.007, -0.004, 0.006], [0.009, 0.009, 0.003], [0.015, -0.010, 0.053], [0.027, -0.005, -0.013], [0.000, 0.005, 0.011], [-0.007, 0.001, -0.007], [0.000, 0.007, 0.002], [0.010, 0.005, -0.003], [-0.010, 0.017, 0.008], [0.001, 0.002, 0.012], [-0.006, 0.010, 0.000], [-0.011, -0.001, 0.004], [-0.003, -0.006, -0.002], [-0.004, -0.009, 0.013], [0.013, 0.016, 0.002], [-0.008, -0.006, -0.005], [-0.001, -0.006, 0.004], [-0.009, -0.013, 0.004], [-0.208, 0.118, 0.121], [0.041, 0.004, 0.005], [-0.009, -0.011, -0.009], [-0.003, 0.003, -0.009], [-0.010, 0.007, -0.001], [0.019, 0.013, -0.007], [0.023, 0.053, -0.117], [0.064, -0.023, -0.041], [0.025, 0.067, 0.012], [-0.012, -0.018, 0.019], [-0.003, -0.029, -0.015]]
}